Record 1
DFT (ωB97M-V/def2-TZVPD) results for a structure of composition C4H4N2O in a non-equilibrium geometry.

Geometry (Å):
O (0.23, 1.63, 0.09)
N (-0.77, -1.54, -0.63)
N (3.08, -0.63, 0.20)
C (-0.34, -0.40, -0.36)
C (2.07, -0.05, 0.24)
C (0.79, 0.45, 0.18)
C (-1.05, 0.93, -0.37)
H (-1.91, 1.09, 0.30)
H (0.01, -2.17, -0.57)
H (-0.74, -0.78, 2.31)
H (-1.36, 1.46, -1.38)

Results
Multiplicity: 1
ΔE to the lowest compared entry with this formula, charge and spin: 153.6 kcal/mol
Orbital gap (spin up / spin down): 8.061 / 9.411 eV
Molecular weight: 96.089 Da

natural (NBO) atomic charge list, values in e, 2 entries: -0.4090, -0.5652

=====

Record 2
DFT (ωB97M-V/def2-TZVPD) results for an isolated molecule of C5H8O in a non-equilibrium geometry.

Geometry (Å):
O (0.45, 1.84, -1.41)
C (-0.11, 0.29, 0.32)
C (1.30, 0.27, 0.87)
C (-0.33, -0.70, -0.91)
C (-0.99, -0.78, 0.71)
C (-0.41, 1.16, -0.85)
H (0.62, -1.07, -1.31)
H (1.70, -0.73, 1.05)
H (-1.22, -0.98, -1.46)
H (-2.07, -0.68, 0.60)
H (1.92, 0.80, 0.15)
H (-1.50, 1.29, -1.01)
H (1.31, 0.82, 1.81)
H (-0.70, -1.48, 1.51)

Results
Multiplicity: 1
ΔE to the lowest compared entry with this formula, charge and spin: 79.1 kcal/mol
Orbital gap: 9.314 eV
Molecular weight: 84.118 Da

natural (NBO) atomic charge list, values in e, 2 entries: -0.6707, -0.0983

=====

Record 3
DFT (ωB97M-V/def2-TZVPD) results for the ion C2H5N2 with charge +1 in a non-equilibrium geometry.

Geometry (Å):
N (-0.09, 1.10, 0.26)
N (0.50, 2.09, 0.94)
C (0.12, -1.25, -0.31)
C (-0.59, 0.03, -0.07)
H (0.66, 2.91, 0.33)
H (-1.65, -0.09, -0.17)
H (-0.53, -2.05, -0.57)
H (0.87, -1.31, -1.12)
H (0.70, -1.44, 0.72)

Results
Multiplicity: 1
Structure (SMILES): CC=[N+]=N
ΔE to the lowest compared entry with this formula, charge and spin: 62.9 kcal/mol
Net charge: +1
Orbital gap: 9.968 eV
Molecular weight: 57.076 Da

natural (NBO) atomic charge list, values in e, 2 entries: 0.0422, -0.0854

=====

Record 4
DFT (ωB97M-V/def2-TZVPD) results for a structure of composition C16H45BF4N4OReSi3 in a non-equilibrium geometry.

Geometry (Å):
Re (0.66, 0.08, 0.66)
Si (-0.80, -1.19, -2.29)
Si (0.75, 1.54, -1.94)
Si (-2.23, 1.30, -0.98)
F (0.23, 4.13, 2.35)
F (0.66, 2.19, 3.51)
F (2.34, 3.18, 2.31)
F (0.57, 2.07, 1.15)
O (2.01, 0.89, -0.93)
N (2.42, 0.16, 2.24)
N (0.55, -1.93, 2.61)
N (-1.07, 0.25, 2.08)
N (1.44, -1.87, 0.09)
C (0.95, -3.18, 0.57)
C (0.88, -1.90, -2.86)
C (-2.30, 2.71, 0.28)
C (-2.68, 2.00, -2.67)
C (1.35, -1.42, 3.73)
C (-0.51, 0.34, -1.13)
C (1.07, -3.18, 2.08)
C (-0.88, -2.06, 2.90)
C (3.23, 1.62, -0.70)
C (-3.51, 0.01, -0.42)
C (-1.74, -2.53, -1.33)
C (2.68, -0.89, 3.24)
C (-1.54, -0.71, 3.10)
C (1.26, 1.26, -3.73)
C (0.53, 3.37, -1.67)
C (-1.80, -0.85, -3.84)
B (1.02, 3.08, 2.52)
H (-3.48, 1.42, -3.14)
H (0.64, 0.53, -4.24)
H (2.30, 0.93, -3.81)
H (2.13, 1.00, 2.75)
H (-2.39, 3.66, -0.25)
H (-4.39, 0.52, -0.02)
H (0.46, 3.66, -0.62)
H (-1.80, -2.34, -0.26)
H (3.29, -1.67, 2.78)
H (-1.32, -0.32, 4.09)
H (1.18, 2.20, -4.27)
H (1.53, -3.99, 0.14)
H (-1.45, 0.00, -4.43)
H (-1.84, 2.01, -3.37)
H (1.05, -2.91, -2.50)
H (-1.28, -3.51, -1.50)
H (1.53, -2.20, 4.48)
H (-0.81, 1.11, 2.55)
H (0.81, -0.61, 4.21)
H (2.11, -3.31, 2.37)
H (1.75, -1.27, -2.63)
H (-1.74, -1.74, -4.47)
H (-3.04, 3.02, -2.57)
H (2.42, -1.80, 0.37)
H (3.09, 2.37, 0.09)
H (-1.05, -2.68, 3.79)
H (-1.34, -2.56, 2.04)
H (0.52, -4.04, 2.47)
H (-3.19, 2.62, 0.91)
H (4.03, 0.93, -0.43)
H (1.38, 3.91, -2.10)
H (-1.85, 0.51, 1.48)
H (3.53, 2.14, -1.61)
H (-3.85, -0.58, -1.27)
H (-2.62, -0.84, 3.03)
H (-0.36, 3.73, -2.18)
H (0.86, -1.98, -3.95)
H (3.24, -0.50, 4.09)
H (-0.08, -3.29, 0.26)
H (3.28, 0.43, 1.78)
H (-2.76, -2.60, -1.70)
H (1.45, -1.90, -0.93)
H (-2.86, -0.69, -3.62)
H (-1.45, 2.82, 0.94)
H (-3.16, -0.70, 0.33)

Results
Multiplicity: 2
<S²>: 0.76
Net charge: +2
Orbital gap (spin up / spin down): 6.673 / 7.006 eV
Molecular weight: 666.832 Da

Mulliken atomic charge list, values in e, 2 entries: 3.4426, 1.4071

=====

Record 5
DFT (ωB97M-V/def2-TZVPD) results for a cluster of 2 separate species, C10H30BN3O4PS in total in a non-equilibrium geometry.

Geometry (Å):
S (-0.14, 4.09, 0.45)
P (0.23, -2.80, -0.56)
O (-0.12, 1.50, 2.14)
O (-0.64, -1.75, -1.15)
O (-3.93, 6.40, -1.54)
O (-1.03, 2.65, 3.99)
N (0.56, -3.78, -1.93)
N (1.55, -1.91, 0.05)
N (0.30, -4.06, 0.51)
C (-3.11, 5.27, -1.29)
C (-0.24, -5.39, 0.20)
C (1.19, -0.71, 0.78)
C (-1.62, 5.66, -1.20)
C (0.34, 3.95, 2.18)
C (-1.09, 5.61, 0.25)
C (2.97, -2.09, -0.17)
C (1.90, -4.02, -2.42)
C (0.85, -3.97, 1.86)
C (-0.38, -3.64, -3.04)
B (-0.33, 2.65, 2.83)
H (1.42, 3.82, 2.15)
H (-1.54, 3.45, 4.16)
H (2.08, -0.14, 1.05)
H (0.55, -0.07, 0.18)
H (-0.97, -5.35, -0.60)
H (-1.90, 5.58, 0.97)
H (-0.80, 0.86, 2.40)
H (-1.04, 4.97, -1.81)
H (-3.90, 6.99, -0.77)
H (-1.49, 6.65, -1.62)
H (3.53, -1.97, 0.76)
H (-1.40, -3.53, -2.68)
H (0.11, 4.89, 2.68)
H (2.41, -3.10, -2.73)
H (-0.34, -4.54, -3.65)
H (0.82, -2.96, 2.25)
H (0.66, -0.94, 1.72)
H (-0.43, 6.44, 0.49)
H (-0.16, -2.78, -3.67)
H (1.86, -4.68, -3.29)
H (3.36, -1.37, -0.90)
H (-3.29, 4.59, -2.12)
H (2.52, -4.54, -1.68)
H (-3.46, 4.81, -0.36)
H (0.57, -6.06, -0.10)
H (-1.06, 3.14, 0.21)
H (1.89, -4.32, 1.88)
H (0.28, -4.59, 2.55)
H (-0.74, -5.82, 1.07)
H (3.21, -3.09, -0.53)

Results
Multiplicity: 1
Net charge: +1
Orbital gap: 6.917 eV
Molecular weight: 330.220 Da

natural (NBO) atomic charge list, values in e, 2 entries: 0.6815, 2.3580

=====

Record 6
DFT (ωB97M-V/def2-TZVPD) results for a cluster of 2 separate species, C3H9N5 in total in a non-equilibrium geometry.

Geometry (Å):
N (-0.87, -1.18, -0.27)
N (0.02, -1.83, -1.08)
N (-0.95, 1.86, 0.13)
N (1.19, 1.06, -0.28)
N (-1.98, 2.26, -0.46)
C (0.86, -0.98, 1.45)
C (-0.04, 1.25, -0.73)
C (-0.46, -0.93, 0.96)
H (1.02, -0.75, 2.50)
H (-0.28, -1.79, -2.04)
H (-1.22, -0.45, 1.57)
H (1.24, 0.38, 0.67)
H (-2.59, 2.67, 0.26)
H (1.01, -1.65, -0.96)
H (-0.32, 1.07, -1.76)
H (1.81, 0.68, -0.99)
H (1.57, -1.69, 1.03)

Results
Multiplicity: 1
ΔE to the lowest compared entry with this formula, charge and spin: 125.5 kcal/mol
Orbital gap (spin up / spin down): 6.734 / 6.738 eV
Molecular weight: 115.140 Da

natural (NBO) atomic charge list, values in e, 2 entries: -0.2747, -0.6450

=====

Record 7
DFT (ωB97M-V/def2-TZVPD) results for an isolated molecule of C19H29NO5S2 in a non-equilibrium geometry.

Geometry (Å):
S (3.84, -0.44, 2.65)
S (1.68, -0.10, 0.58)
O (0.77, -0.56, 1.58)
O (-2.01, -0.27, 0.55)
O (-0.86, -1.51, -0.91)
O (-3.76, -1.00, -1.64)
O (2.16, -1.04, -0.39)
N (1.15, 1.28, -0.17)
C (3.11, 0.53, 1.44)
C (-6.18, -1.08, -1.62)
C (0.08, 0.64, -2.30)
C (0.01, 1.97, 0.37)
C (-1.40, -0.39, -0.49)
C (-6.24, 0.43, -1.81)
C (-0.97, -2.65, -0.06)
C (-3.74, 0.41, -1.74)
C (-1.21, 0.78, -1.47)
C (-2.42, 0.78, -2.42)
C (4.86, 1.86, 2.12)
C (6.12, 0.58, 3.95)
C (5.05, 0.78, 2.93)
C (-4.97, 0.90, -2.53)
C (-4.88, -1.46, -0.93)
C (0.05, -3.67, -0.50)
C (3.75, 1.72, 1.26)
C (-1.14, 2.07, -0.64)
C (1.27, 1.32, -1.61)
H (3.43, 2.45, 0.55)
H (-3.79, 0.84, -0.73)
H (-0.31, 1.42, 1.26)
H (-0.99, 2.91, -1.31)
H (5.68, 0.37, 4.92)
H (5.49, 2.73, 2.13)
H (-2.07, 2.21, -0.10)
H (1.04, -3.21, -0.48)
H (0.04, -4.53, 0.17)
H (-4.94, 0.48, -3.53)
H (-7.03, -1.42, -1.03)
H (1.35, 2.37, -1.90)
H (-0.79, -2.32, 0.97)
H (-4.77, -2.55, -0.87)
H (0.30, -0.41, -2.45)
H (-0.16, -4.01, -1.51)
H (-6.29, 0.92, -0.83)
H (-2.26, 0.04, -3.21)
H (6.74, 1.47, 4.02)
H (-4.85, -1.05, 0.09)
H (-6.22, -1.57, -2.60)
H (-2.00, -3.03, -0.13)
H (0.32, 2.98, 0.68)
H (2.20, 0.81, -1.87)
H (-2.51, 1.77, -2.88)
H (6.74, -0.27, 3.68)
H (-0.07, 1.11, -3.28)
H (-4.95, 1.99, -2.60)
H (-7.12, 0.72, -2.38)

Results
Multiplicity: 1
Structure (SMILES): CCOC(=O)C1(C[C@H]2CCCCO2)CCN(S(=O)(=O)c2ccc(C)s2)CC1
ΔE to the lowest compared entry with this formula, charge and spin: 6.6 kcal/mol
Orbital gap: 9.641 eV
Molecular weight: 415.577 Da

natural (NBO) atomic charge list, values in e, 2 entries: 0.4808, 2.3455

=====

Record 8
DFT (ωB97M-V/def2-TZVPD) results for an isolated molecule of HIS2 in a non-equilibrium geometry.

Geometry (Å):
I (3.11, -0.53, -0.13)
S (0.32, -0.96, 0.66)
S (4.66, 1.04, 0.35)
H (-0.02, 0.00, -0.11)

Results
Multiplicity: 3
ΔE to the lowest compared entry with this formula, charge and spin: 17.7 kcal/mol
<S²>: 2.02
Orbital gap (spin up / spin down): 8.460 / 6.351 eV
Molecular weight: 192.046 Da

natural (NBO) atomic charge list, values in e, 2 entries: 0.3500, -0.2685

=====

Record 9
DFT (ωB97M-V/def2-TZVPD) results for a structure of composition C10H33AlN3O6S4 in a non-equilibrium geometry.

Geometry (Å):
S (-0.52, 1.91, -3.32)
S (0.05, 7.06, -4.76)
S (-2.44, -2.32, 5.83)
S (1.55, -6.22, 0.52)
Al (2.46, -1.40, 0.14)
O (3.18, -0.84, -1.52)
O (-2.07, -1.90, 4.46)
O (-1.24, 6.41, -4.42)
O (2.93, 0.77, -2.87)
O (-1.64, 0.96, -3.11)
O (1.21, -4.82, 0.80)
N (3.12, 0.45, -1.72)
N (-0.51, -1.29, 2.01)
N (3.97, -1.71, 1.27)
C (-0.17, -0.18, 1.10)
C (-4.12, -2.98, 5.73)
C (-1.21, 3.35, -4.15)
C (0.06, -7.01, -0.13)
C (0.43, 1.32, -4.72)
C (1.33, 0.08, 0.97)
C (1.20, 6.66, -3.43)
C (-2.89, -0.83, 6.73)
C (-0.12, 8.80, -4.35)
C (1.55, -7.11, 2.09)
H (-1.99, -0.23, 6.86)
H (-3.62, -0.26, 6.16)
H (1.46, 0.97, 0.34)
H (-4.07, -3.90, 5.16)
H (2.38, -6.74, 2.68)
H (3.63, -2.25, 2.07)
H (1.18, 2.06, -4.98)
H (-0.63, -0.33, 0.12)
H (4.25, -0.82, 1.68)
H (2.12, 7.21, -3.57)
H (-0.40, 4.02, -4.43)
H (1.40, 5.59, -3.47)
H (-3.29, -1.10, 7.71)
H (0.27, -1.53, 2.61)
H (-0.24, 1.13, -5.56)
H (-0.83, 9.24, -5.04)
H (-0.77, -6.83, 0.55)
H (0.74, 6.91, -2.47)
H (-0.48, 8.90, -3.33)
H (-4.48, -3.19, 6.74)
H (0.85, 9.29, -4.46)
H (1.75, 0.35, 1.95)
H (-0.15, -6.57, -1.10)
H (0.24, -8.08, -0.24)
H (-1.24, -0.98, 2.63)
H (0.61, -6.92, 2.61)
H (0.92, 0.40, -4.42)
H (-1.77, 3.05, -5.03)
H (-4.76, -2.26, 5.23)
H (-0.64, 0.74, 1.50)
H (1.70, -2.74, -0.09)
H (1.68, -8.18, 1.91)
H (-1.87, 3.86, -3.46)

Results
Multiplicity: 1
Net charge: -1
Orbital gap: 5.953 eV
Molecular weight: 446.639 Da

natural (NBO) atomic charge list, values in e, 2 entries: 1.2665, 1.2510

=====

Record 10
DFT (ωB97M-V/def2-TZVPD) results for a cluster of 2 separate species, C6H16NS in total in a non-equilibrium geometry.

Geometry (Å):
S (0.39, 0.07, -0.82)
N (3.37, 0.51, -0.34)
C (-2.29, 0.17, -0.25)
C (-0.62, 1.29, 1.38)
C (-2.61, -0.89, 0.92)
C (4.04, -0.87, -0.18)
C (-0.90, 0.56, 0.12)
C (-2.54, -0.44, -1.66)
H (3.94, -1.12, 0.93)
H (4.99, -0.46, -0.44)
H (3.75, -1.59, -0.97)
H (3.12, 0.79, -1.30)
H (-0.50, 0.59, 2.32)
H (2.29, 0.56, -0.07)
H (-3.63, -0.69, -1.79)
H (-1.46, 1.89, 1.62)
H (-2.57, -0.57, 1.91)
H (-3.67, -0.99, 0.89)
H (0.33, 1.92, 1.32)
H (-2.01, -1.40, -1.89)
H (-3.01, 1.02, -0.14)
H (-2.17, -1.79, 0.67)
H (3.97, 1.18, 0.14)
H (-2.20, 0.26, -2.40)

Results
Multiplicity: 1
ΔE to the lowest compared entry with this formula, charge and spin: 40.4 kcal/mol
Net charge: +1
Orbital gap: 8.869 eV
Molecular weight: 134.268 Da

natural (NBO) atomic charge list, values in e, 2 entries: -0.0882, -0.7522

=====

Record 11
DFT (ωB97M-V/def2-TZVPD) results for a cluster of 2 separate species, C3H9NOS in total in a non-equilibrium geometry.

Geometry (Å):
S (0.47, 0.26, -0.33)
O (-0.80, 0.58, -0.93)
N (-0.97, -2.44, -0.03)
C (1.58, 1.62, -0.91)
C (0.55, 0.71, 1.42)
C (-1.80, -2.25, -1.09)
H (-1.79, -1.10, -1.24)
H (1.18, 1.59, 1.31)
H (-1.70, -2.72, -2.14)
H (2.68, 1.27, -0.76)
H (-0.46, 0.88, 1.78)
H (1.33, 2.52, -0.41)
H (-2.88, -2.38, -0.71)
H (1.10, -0.14, 1.79)
H (1.36, 1.71, -1.97)

Results
Multiplicity: 1
ΔE to the lowest compared entry with this formula, charge and spin: 139.2 kcal/mol
Orbital gap (spin up / spin down): 8.578 / 8.503 eV
Molecular weight: 107.178 Da

natural (NBO) atomic charge list, values in e, 2 entries: 1.2801, -1.0068

=====

Record 12
DFT (ωB97M-V/def2-TZVPD) results for a cluster of 2 separate species, C5H9NO in total in a non-equilibrium geometry.

Geometry (Å):
O (1.40, 0.73, 0.33)
N (-2.56, -1.83, 0.69)
C (-0.87, 0.15, 0.45)
C (0.56, -0.38, 0.38)
C (-1.83, -0.94, 0.56)
C (-2.44, 0.79, -1.74)
C (2.76, 0.39, 0.23)
H (2.96, -0.18, -0.69)
H (-2.48, -0.28, -2.05)
H (3.32, 1.33, 0.20)
H (3.10, -0.20, 1.09)
H (-0.98, 0.80, 1.32)
H (0.77, -1.01, 1.26)
H (-3.34, 0.85, -1.08)
H (-1.06, 0.78, -0.44)
H (0.68, -1.02, -0.51)

Results
Multiplicity: 1
ΔE to the lowest compared entry with this formula, charge and spin: 146.2 kcal/mol
Orbital gap (spin up / spin down): 8.583 / 8.648 eV
Molecular weight: 99.133 Da

natural (NBO) atomic charge list, values in e, 2 entries: -0.5314, -0.3187